Molecular formula: C6H10N
Method: DFT, ωB97M-V with the def2-TZVPD basis set

The charge is +1. Its expectation value of S² is 2.0142. The spin multiplicity is 3. For the electronic energy, the calculation gives -7860.6496 eV.

```
17
Properties=species:S:1:pos:R:3:forces:R:3
C -2.038035 0.936587 -0.626124 -4.868 5.361 -0.856
C -1.265930 -0.171051 -0.559258 2.151 -5.740 0.465
C -1.915989 -2.484600 -1.323749 0.254 -0.588 -0.266
C 0.121419 -0.178400 0.014325 0.365 2.713 -2.397
C 2.323825 0.464683 0.917256 1.999 0.444 -1.361
C 0.893420 0.887507 0.870125 -1.478 2.331 -3.294
N -1.778220 -1.347159 -1.038949 1.885 1.985 1.368
H -3.119947 0.870868 -1.037857 2.106 0.203 0.892
H 0.475926 0.794254 1.781720 -1.407 0.233 3.394
H -1.973985 -3.553093 -1.479199 -0.370 0.388 0.017
H 0.719808 -0.144484 -0.926718 -0.144 -0.291 -0.124
H 0.438665 -1.015435 0.482571 0.187 -3.462 1.038
H -1.677393 1.920445 -0.262121 -0.262 -0.955 -0.411
H 2.692055 0.529266 -0.203643 0.031 -0.018 2.428
H 2.459913 -0.581681 1.248522 -0.281 0.368 -0.230
H 2.941527 1.074404 1.666085 -0.833 -0.585 -1.506
H 0.702942 1.997890 0.477014 0.665 -2.387 0.840
```
Forces are in eV/Å.

Molecular formula: C34H62BrN4O11P3S
Method: DFT, ωB97M-V with the def2-TZVPD basis set

The charge is +1. Its expectation value of S² is 0.7542. The spin multiplicity is 2. For the electronic energy, the calculation gives -173479.3151 eV.

```
116
Properties=species:S:1:pos:R:3:forces:R:3
C 4.112854 1.993590 1.910224 -0.691 0.028 0.582
C 2.719737 2.239436 2.639348 0.253 -0.188 -0.921
C 1.530504 2.173814 1.588844 -0.030 1.523 1.530
O 0.594576 1.164256 2.011789 -0.289 -0.445 -1.104
C 0.974322 -0.148810 1.584325 0.485 0.147 0.309
C -0.276978 -1.118144 1.426782 0.408 -1.072 0.444
C 0.117848 -2.448668 0.600170 0.869 0.291 -0.040
C 1.667148 -2.713066 0.528544 0.624 -0.912 -0.429
C 2.019559 -4.158741 -0.072378 0.940 0.606 0.691
C 3.294671 -4.682131 0.713306 -0.444 0.068 -0.478
O 4.404698 -3.847750 0.308209 -0.363 -0.170 1.021
C 5.257907 -3.559522 1.410229 1.119 0.172 0.550
C -0.712114 -1.691874 2.854376 0.993 0.014 0.025
C 0.406429 -2.506344 3.585712 -0.240 -0.109 1.322
C -0.156713 -3.117439 4.942773 0.914 -0.722 0.321
O -1.318889 -3.065620 5.273918 0.526 0.147 -0.533
C 0.871544 -3.852555 5.834858 1.838 -1.213 1.573
C 2.248458 -4.165631 5.416852 -0.401 -0.597 1.469
C 3.175975 -4.873918 6.293132 -1.212 -0.047 1.335
C 2.799662 -5.291013 7.655319 -2.099 1.485 -1.929
C 1.425234 -4.996525 8.072056 0.825 0.365 -1.416
C 0.496647 -4.301898 7.190706 1.256 -0.172 -0.828
N -1.116802 -0.579080 3.746744 -1.303 0.681 -2.027
C -2.198706 0.132735 3.092217 0.445 0.880 0.891
N -3.192177 0.428878 3.912650 -1.804 0.871 0.694
C -4.393093 1.200318 3.525140 0.099 1.278 -1.549
C -4.097896 2.747025 3.262903 -0.386 1.534 -0.417
C -4.463074 3.225899 1.809200 -0.460 0.584 0.226
O -2.736348 3.101737 3.518534 0.041 -0.819 0.088
P -3.123557 -0.105590 5.639404 1.264 -2.273 1.261
O -4.697850 -0.461758 6.079038 0.855 1.521 -0.951
Br -2.373702 1.728127 6.759931 -0.773 0.007 -0.514
N -2.207958 0.555133 1.771553 0.307 -2.648 0.964
C -1.528073 -0.397729 0.791942 1.030 -0.277 -0.126
C -1.210822 0.552003 -0.434326 -0.892 0.218 1.869
S 0.008642 0.052927 -1.669740 1.155 3.087 -6.130
O 0.686862 1.306152 -2.107585 -0.781 -1.646 2.771
O -0.556292 -0.542424 -2.894032 -0.346 -0.689 2.770
P -2.932036 -1.679490 0.430010 -0.374 0.773 0.182
P -3.218918 -2.044260 -1.682478 -1.865 -3.321 -3.094
O -4.474470 -2.861961 -1.766424 1.180 1.257 1.146
O -3.493637 -0.694386 -2.606805 1.021 -0.641 1.745
O -2.021153 -3.030407 -2.310429 -0.906 2.494 0.489
H 4.645479 2.981693 1.868669 -0.166 -1.270 -0.220
H 4.698055 1.210158 2.455479 -0.218 0.945 -0.421
H 3.903881 1.582446 0.888573 0.452 0.564 0.772
H 2.700261 3.251073 3.133577 0.090 -1.150 -0.378
H 2.531449 1.449891 3.423216 0.141 0.891 -0.753
H 1.852200 2.093603 0.517882 -0.235 -0.409 0.864
H 0.977374 3.155793 1.672654 0.305 -1.141 -0.200
H 1.565474 -0.041106 0.636624 -0.626 -0.280 0.646
H 1.708603 -0.539255 2.352582 -0.772 0.003 -0.923
H -0.273153 -2.438241 -0.450845 0.167 -0.033 0.864
H -0.335091 -3.348452 1.108747 0.286 0.971 -0.589
H 2.181272 -2.689725 1.532106 -0.801 0.271 -0.890
H 2.238776 -1.984505 -0.109848 -0.714 -0.437 0.640
H 1.151102 -4.859862 0.000907 0.782 0.479 -0.076
H 2.364804 -4.046023 -1.134332 -0.637 -0.261 0.851
H 3.157406 -4.583955 1.830426 -0.054 -0.199 -1.005
H 3.532838 -5.749921 0.465925 -0.252 0.828 0.235
H 4.771715 -2.893064 2.181495 0.184 -0.637 -0.682
H 5.630562 -4.491180 1.931738 -0.520 0.781 -0.528
H 6.182521 -3.016090 1.062717 -1.108 -0.556 0.023
H -1.601704 -2.381965 2.778192 0.820 0.728 -0.036
H 0.815038 -3.378526 3.020287 -0.476 0.818 0.210
H 1.291095 -1.880106 3.907336 -0.925 -0.474 -0.544
H 2.622904 -3.902748 4.401336 -0.392 -0.153 0.900
H 4.219289 -5.141323 5.985554 -1.212 0.508 -0.036
H 3.510088 -5.805716 8.345821 -0.722 0.528 -0.846
H 1.105538 -5.323006 9.092794 0.164 0.445 -1.129
H -0.546205 -4.102986 7.523655 0.980 -0.184 -0.237
H -0.347998 0.060136 3.973548 -0.249 -0.055 -0.205
H -5.212658 1.164288 4.285313 0.992 -0.549 -0.558
H -4.762189 0.790416 2.543571 0.027 0.151 1.083
H -4.724415 3.370433 3.969034 0.338 -0.964 -0.638
H -5.506438 2.931858 1.500305 1.080 0.089 0.264
H -4.472735 4.354600 1.831917 0.042 -1.105 -0.074
H -3.702927 2.945161 1.031439 -0.685 -0.051 0.798
H -2.596048 4.058900 3.443891 -0.372 -0.409 0.002
H -4.777590 -0.511418 7.051086 0.086 0.061 -0.384
H -3.143509 0.666427 1.367668 0.059 0.520 0.716
H -0.858347 1.526576 0.015023 0.105 -1.160 -0.590
H -2.202636 0.811530 -0.912310 1.315 -0.514 -0.311
H 1.019209 -0.786094 -1.264231 -0.877 0.139 0.782
H -2.549476 -2.963983 0.946880 0.166 0.603 -0.675
H -4.379953 -0.375150 -2.331472 0.359 -0.375 -0.434
H -2.040016 -2.969956 -3.286889 0.152 -0.062 0.384
C -0.971939 1.400635 -6.113396 -0.332 0.095 -0.141
C 0.313653 2.223665 -5.870074 -1.192 -1.581 0.816
C -0.011973 3.406763 -4.945498 0.053 0.478 -0.199
C -0.823393 4.494554 -5.643564 -0.009 -0.022 -0.009
C -0.126455 4.955760 -6.919387 0.125 -0.039 0.504
C 0.262354 3.807994 -7.869030 -1.342 0.413 -1.704
N 0.911710 2.660719 -7.167669 2.267 2.221 1.622
O 2.175671 2.996707 -6.934186 -0.937 -0.873 -0.633
C -0.982362 3.306331 -8.634056 -0.353 -0.104 0.150
C 1.151054 4.400546 -8.982723 0.632 -0.220 0.342
C 1.228264 1.239241 -5.115996 0.786 0.395 -0.593
H -1.257481 0.855963 -5.209842 0.251 0.062 0.034
H -1.841143 2.005736 -6.363919 0.063 0.018 -0.135
H -0.824353 0.661321 -6.904275 0.033 0.100 -0.006
H 0.915458 3.850889 -4.566936 0.068 -0.118 -0.130
H -0.560053 3.055438 -4.066494 0.094 -0.246 -0.098
H -1.834484 4.141520 -5.867909 0.030 -0.046 -0.010
H -0.944623 5.346654 -4.967774 -0.017 -0.030 -0.055
H -0.771985 5.667514 -7.442559 0.099 -0.151 -0.184
H 0.771852 5.514429 -6.632676 0.071 -0.157 -0.090
H -0.748247 2.414584 -9.220642 0.039 0.026 0.108
H -1.340974 4.066142 -9.332288 0.200 0.048 0.077
H -1.832511 3.082594 -7.993172 0.060 -0.092 0.040
H 2.031505 4.910146 -8.588395 -0.011 -0.214 0.062
H 0.597772 5.144500 -9.559805 -0.207 -0.143 0.173
H 1.484439 3.625280 -9.677091 -0.004 0.007 0.096
H 1.484635 0.383141 -5.745525 0.014 0.091 -0.076
H 0.739483 0.869784 -4.230537 -0.333 0.067 -0.170
H 2.154577 1.704242 -4.772570 -0.022 0.049 -0.247
```
Forces are in eV/Å.

Molecular formula: C18H12CrN5O6S2
Method: DFT, ωB97M-V with the def2-TZVPD basis set

The charge is -1. Its expectation value of S² is 6.0369. The spin multiplicity is 5. For the electronic energy, the calculation gives -88691.4568 eV.

```
44
Properties=species:S:1:pos:R:3:forces:R:3
Cr -0.438663 -0.194914 1.083424 -0.246 -0.013 -0.345
S -2.554703 -1.577929 1.543669 0.042 0.131 -0.070
C -3.052718 -0.082471 0.887008 0.037 -0.049 0.045
N -2.132641 0.786030 0.547094 0.020 0.209 -0.028
C -2.628666 1.961684 0.018036 0.055 -0.177 0.058
C -1.873719 3.035707 -0.442194 -0.014 0.037 -0.013
C -2.548327 4.132999 -0.945996 0.000 0.005 -0.003
C -3.945832 4.167925 -0.995402 0.044 -0.023 0.013
C -4.697398 3.096576 -0.542819 0.010 -0.010 0.003
C -4.024855 1.991185 -0.036993 -0.093 0.023 -0.019
S -4.672497 0.495893 0.589998 -0.100 -0.034 -0.001
H -0.793008 2.978819 -0.397764 -0.019 0.001 0.008
H -1.982143 4.980229 -1.311741 -0.010 -0.001 0.002
H -4.448199 5.040058 -1.394016 0.009 -0.002 0.000
H -5.778882 3.119842 -0.584548 0.008 -0.002 0.001
O 0.772348 1.095210 0.393459 0.077 0.025 -0.157
N 1.354535 0.822133 -0.808950 -0.193 -0.274 0.224
N 0.734038 -0.243216 -1.365385 -0.030 0.202 -0.058
O -0.116611 -1.019085 -0.618186 0.133 0.042 0.100
C 1.088370 -0.702289 -2.602107 0.048 -0.048 -0.025
C 0.526436 -1.891825 -3.099557 0.048 0.027 -0.043
C 0.894627 -2.352845 -4.352092 -0.032 -0.022 0.011
C 1.815688 -1.667800 -5.136890 -0.019 0.011 0.052
C 2.368697 -0.492892 -4.635372 0.029 0.051 0.004
C 2.024558 -0.002603 -3.389446 -0.019 -0.027 -0.024
H -0.198149 -2.416920 -2.496529 -0.007 -0.014 0.000
H 0.446839 -3.267801 -4.723668 0.001 0.004 0.007
H 2.094209 -2.037412 -6.115175 0.000 0.002 0.005
H 3.088406 0.057712 -5.230951 -0.004 -0.001 0.008
H 2.455829 0.909737 -3.005554 0.003 -0.006 -0.008
O 2.570922 -1.120965 5.895259 0.116 -0.018 -0.022
C 3.002971 -1.954814 4.965751 -0.051 0.028 -0.075
O 3.895812 -2.745982 5.158019 0.027 -0.019 0.055
C 2.331315 -1.875934 3.640897 0.063 -0.152 0.022
C 2.671745 -2.640605 2.538749 0.058 0.073 0.010
N 1.855190 -2.279892 1.535599 0.034 -0.042 0.011
N 1.007946 -1.339120 1.932758 0.000 -0.164 -0.085
C 1.266223 -1.076323 3.193282 -0.129 0.176 0.154
C 0.394319 -0.000705 3.795910 0.210 0.072 -0.241
O 0.578924 0.308079 4.975152 -0.046 0.052 0.098
O -0.436705 0.502731 2.976312 0.103 -0.046 0.253
H 1.833660 -0.523022 5.561946 -0.149 -0.037 0.066
H 3.436893 -3.388831 2.424465 -0.006 0.010 0.009
H 1.813215 -2.586357 0.574547 -0.007 0.001 -0.003
```
Forces are in eV/Å.

Molecular formula: C2H8N2S
Method: DFT, ωB97M-V with the def2-TZVPD basis set

For the electronic energy, the calculation gives -16017.8369 eV. As for the SMILES: C/N=C\N.S.

```
13
Properties=species:S:1:pos:R:3:forces:R:3
C 0.966434 -0.705177 -1.237721 0.100 0.281 0.617
N 0.759926 2.030592 -0.171175 0.196 -0.460 -1.609
C -0.223128 1.262428 -0.771317 -0.746 -0.434 2.316
N -0.262596 -0.013118 -0.826573 0.220 0.461 -2.555
H 1.331069 -0.198483 -2.138876 0.235 -0.105 0.209
H 0.723665 -1.712103 -1.549365 -0.093 -0.271 0.190
H 1.779718 -0.759306 -0.493939 -0.125 0.022 -0.065
H 0.456451 2.799524 0.391584 0.161 0.214 0.005
H 1.572444 1.502769 0.089438 0.149 0.252 0.488
H -1.126388 1.824686 -1.015111 -0.112 0.026 0.392
S -2.140198 -1.594553 2.116583 0.090 -0.066 0.276
H -2.088190 -1.563627 3.458948 -0.081 0.132 -0.087
H -1.749204 -2.873627 2.147519 0.008 -0.050 -0.177
```
Forces are in eV/Å.

Q: The lowest electronic energy belongs to which entry?
A: C34H62BrN4O11P3S

Q: Look up the electronic energy of the second one.
A: -173479.3151 eV

Q: Which of these has the lowest electronic energy?
A: C34H62BrN4O11P3S